1.
The following is a DFT calculation (ωB97M-V with the def2-TZVPD basis set) of 5 unconnected molecules or ions with the total composition C35H72N5O6.

Its energy above the lowest of the compared OMol25 structures with the same formula, charge and spin is 95.7 kJ/mol. As for the spin multiplicity: 1. As for the total charge: +3.

Cartesian coordinates (Å):
N 0.4865 -0.0548 1.2579
O 0.6413 -0.4933 0.1387
O -0.4041 -0.5173 2.0173
O 1.1771 0.8981 1.6300
C 2.1243 4.1348 -2.5861
C 2.1598 3.3428 -1.2671
C 2.7070 4.2751 -0.1491
C 1.7580 5.3018 0.4378
C 0.5093 4.5269 0.9223
C -0.2666 3.7754 -0.1711
N 0.7092 2.9405 -0.9684
O 0.1736 1.9125 -1.6829
C -0.8934 4.8274 -1.0661
C -1.2929 2.8614 0.5173
C 3.0049 2.0852 -1.3759
H 1.2804 3.8422 -3.2091
H 3.0878 3.8914 -3.0361
H 2.1866 5.2203 -2.5136
H 3.6862 4.6954 -0.3790
H 2.9517 3.5500 0.6318
H 1.4617 6.0727 -0.2757
H 2.2612 5.8871 1.2068
H -0.1916 5.2320 1.3689
H 0.8737 3.8668 1.7101
H -0.2243 5.5410 -1.5458
H -1.5950 5.4430 -0.5029
H -1.4847 4.3955 -1.8749
H -0.7991 2.0630 1.0718
H -2.0296 2.4227 -0.1570
H -1.9806 3.2728 1.2577
H 2.7404 1.4356 -0.5407
H 4.0338 2.4426 -1.3499
H 2.8412 1.5242 -2.2955
C 0.3443 -3.7399 0.0453
C -1.2205 -3.8106 0.0062
C -1.6482 -3.8033 1.5505
C -3.0838 -3.4877 1.7118
C -3.3611 -2.1209 1.1498
C -3.0598 -1.9285 -0.3523
N -1.7575 -2.5533 -0.6709
O -1.2326 -2.1828 -1.7972
C -2.9298 -0.4037 -0.6253
C -4.1964 -2.5284 -1.1316
C -1.6357 -5.0956 -0.7289
H 0.6359 -3.6127 -0.9974
H 0.7697 -4.6406 0.4844
H 0.7081 -2.8902 0.6214
H -1.0006 -3.2140 2.2007
H -1.4839 -4.7838 2.0022
H -3.4571 -3.4134 2.7339
H -3.7447 -4.1979 1.2112
H -2.8378 -1.4097 1.7923
H -4.3902 -1.8107 1.3382
H -2.3633 -0.1629 -1.5238
H -2.3457 0.0272 0.1890
H -3.8807 0.1241 -0.6778
H -5.1369 -1.9893 -1.0148
H -4.5606 -3.5157 -0.8407
H -4.0281 -2.6278 -2.2046
H -1.2648 -5.1808 -1.7514
H -2.7134 -5.2505 -0.7852
H -1.2301 -6.0040 -0.2835
C 4.5726 -1.1316 -5.9342
C 3.4307 -1.7520 -5.1400
C 3.4698 -1.1562 -3.7086
C 2.1702 -1.2065 -2.9298
C 0.9784 -0.5657 -3.6668
C 0.7882 -1.2409 -5.0972
N 2.1316 -1.2765 -5.8236
O 2.0951 -1.5531 -7.0957
C -0.1746 -0.2713 -5.8284
C 0.2229 -2.6050 -4.9709
C 3.5208 -3.2924 -5.1152
H 4.7139 -1.4672 -6.9620
H 5.5456 -1.3737 -5.5053
H 4.4959 -0.0457 -5.9895
H 3.7665 -0.1051 -3.7357
H 4.2665 -1.6059 -3.1161
H 2.3080 -0.8313 -1.9153
H 2.0312 -2.2738 -2.7365
H 1.2999 0.4676 -3.8087
H 0.1378 -0.5780 -2.9757
H -1.0530 -0.0395 -5.2248
H -0.6340 -0.6739 -6.7335
H 0.1239 0.7108 -6.1974
H 0.6484 -3.1946 -4.1596
H 0.3863 -3.1503 -5.9010
H -0.8494 -2.5520 -4.7840
H 3.6505 -3.6552 -6.1344
H 2.6531 -3.7987 -4.6937
H 4.3528 -3.5778 -4.4727
C 1.5211 2.9760 4.6791
C 0.3366 2.4669 5.4734
C -0.5593 1.5030 4.6859
N -1.4744 0.7052 5.6614
C -2.2556 1.5686 6.5993
C -0.7224 -0.3708 6.4637
C -1.4524 -1.7020 6.4442
C -2.7348 -1.3622 5.7530
C -2.4019 -0.2152 4.8143
H 2.1858 2.2328 4.2380
H 2.1533 3.5839 5.3260
H 1.1730 3.5911 3.8485
H -0.2388 3.3408 5.7813
H 0.7168 2.0200 6.3931
H -0.0251 0.7904 4.0580
H -1.2881 1.9749 4.0258
H -3.0985 1.0249 7.0198
H -2.5732 2.3910 5.9585
H -1.5575 1.9385 7.3474
H -0.3905 -0.1136 7.4687
H 0.2215 -0.5728 5.9555
H -1.6731 -2.1352 7.4207
H -0.8987 -2.5386 6.0177
H -3.5254 -1.0332 6.4290
H -3.1047 -2.2947 5.3261
H -3.1524 0.3396 4.2532
H -1.8190 -0.7213 4.0420

2.
The following is a DFT calculation (ωB97M-V with the def2-TZVPD basis set) of 5 unconnected molecules or ions with the total composition C35H72N5O6.

Its energy above the lowest of the compared OMol25 structures with the same formula, charge and spin is 468.6 kJ/mol. As for the spin multiplicity: 1. As for the total charge: +3.

Cartesian coordinates (Å):
N 23.0932 1.4738 -19.2151
O 22.2910 0.8519 -19.9194
O 22.7519 1.7602 -18.0702
O 24.1788 1.8929 -19.6513
C 23.2476 4.4237 -21.9251
C 22.1758 5.1431 -21.1938
C 20.8680 4.5111 -21.4952
C 19.6487 4.8837 -20.5664
C 20.1011 4.6163 -19.0952
C 21.4232 5.4008 -18.6941
N 22.4490 4.9703 -19.6820
O 23.7970 4.8836 -19.3179
C 21.7757 4.8659 -17.2525
C 21.1199 6.8808 -18.6855
C 22.3434 6.6334 -21.6514
H 24.2336 4.8744 -21.8114
H 23.1271 4.4628 -23.0077
H 23.4195 3.3714 -21.6986
H 20.8574 3.4237 -21.5697
H 20.6195 4.6767 -22.5435
H 18.7810 4.2477 -20.7411
H 19.3886 5.9406 -20.6248
H 20.2431 3.5400 -18.9978
H 19.3338 4.9409 -18.3924
H 21.9159 3.7857 -17.2116
H 21.0401 5.1235 -16.4905
H 22.7313 5.1620 -16.8198
H 21.7632 7.3624 -17.9490
H 20.0736 7.1710 -18.5898
H 21.3666 7.5301 -19.5255
H 21.3901 7.1566 -21.5761
H 22.3444 6.6613 -22.7411
H 23.0285 7.3648 -21.2228
C 18.5442 -1.5203 -19.7370
C 19.6446 -2.2184 -18.8806
C 19.9696 -1.1613 -17.7109
C 20.4305 -1.7816 -16.3729
C 19.6861 -3.0907 -15.8976
C 19.4100 -4.0817 -17.0450
N 19.0535 -3.4282 -18.3842
O 18.3253 -4.2017 -19.1936
C 18.2400 -4.9457 -16.5534
C 20.5860 -5.0070 -17.3168
C 20.9134 -2.5160 -19.7586
H 18.3270 -2.0770 -20.6486
H 18.8948 -0.5667 -20.1318
H 17.5685 -1.4131 -19.2629
H 19.0689 -0.6473 -17.3750
H 20.6559 -0.3691 -18.0099
H 20.1400 -1.0959 -15.5769
H 21.5104 -1.9260 -16.3420
H 18.7543 -2.8450 -15.3882
H 20.3347 -3.4736 -15.1096
H 18.2666 -5.1930 -15.4922
H 18.1761 -5.9002 -17.0759
H 17.2422 -4.5477 -16.7381
H 20.9720 -5.4279 -16.3883
H 21.4751 -4.5346 -17.7344
H 20.3392 -5.9046 -17.8839
H 21.3274 -1.7156 -20.3718
H 20.8054 -3.4021 -20.3840
H 21.7113 -2.8111 -19.0770
C 22.1736 0.8910 -23.5084
C 22.8048 -0.3092 -24.2049
C 23.3653 0.0995 -25.6672
C 24.7503 0.7037 -25.7234
C 25.7692 -0.0560 -24.9609
C 25.4214 -0.2432 -23.4328
N 23.9847 -0.8614 -23.3330
O 23.5811 -1.3989 -22.0304
C 25.3638 1.2204 -22.7854
C 26.4701 -1.2510 -22.8961
C 21.8215 -1.4093 -24.4526
H 21.0861 0.9373 -23.5646
H 22.5243 1.8295 -23.9378
H 22.2573 0.9297 -22.4223
H 22.6304 0.7304 -26.1672
H 23.2926 -0.7889 -26.2946
H 24.6516 1.7861 -25.6405
H 25.1282 0.7000 -26.7458
H 26.6345 0.6066 -24.9400
H 26.0548 -0.9350 -25.5388
H 26.2854 1.7642 -22.9927
H 25.3508 1.0680 -21.7062
H 24.4439 1.7675 -22.9918
H 26.0636 -1.5937 -21.9446
H 27.4317 -0.7875 -22.6754
H 26.5208 -2.1502 -23.5101
H 22.2436 -2.1171 -25.1660
H 20.9082 -0.9623 -24.8453
H 21.6127 -1.7427 -23.4361
C 29.1436 3.5424 -13.1503
C 28.9339 4.1598 -14.5583
C 28.0856 3.2886 -15.4464
N 27.6742 3.9257 -16.8026
C 26.7558 5.1816 -16.6260
C 26.8521 2.8967 -17.6700
C 27.5405 2.8496 -18.9848
C 28.9969 3.0118 -18.5859
C 28.9107 4.2414 -17.7189
H 28.1630 3.5590 -12.6746
H 29.8244 4.1966 -12.6057
H 29.5204 2.5206 -13.1050
H 29.9008 4.4176 -14.9907
H 28.4419 5.1181 -14.3917
H 27.1214 2.9633 -15.0558
H 28.5909 2.3383 -15.6186
H 26.5235 5.3529 -17.6771
H 27.2199 6.0572 -16.1722
H 25.8569 4.7380 -16.1979
H 25.8396 3.2565 -17.8530
H 26.7792 2.0068 -17.0448
H 27.1928 3.6358 -19.6550
H 27.4367 1.9169 -19.5392
H 29.4593 3.2782 -19.5364
H 29.3716 2.1276 -18.0702
H 28.7454 5.1764 -18.2544
H 29.7694 4.5065 -17.1021

3.
The following is a DFT calculation (ωB97M-V with the def2-TZVPD basis set) of 10 unconnected molecules or ions with the total composition C35H74BN3O18S4.

As for the spin multiplicity: 1. As for the total charge: 0.

Cartesian coordinates (Å):
C -6.2239 9.0595 0.7774
C -5.9704 7.7390 1.6372
C -4.6596 7.0102 1.4733
C -4.6422 5.8801 0.4745
N -3.3808 4.9008 0.5836
C -3.7795 3.4586 0.3789
C -4.4285 3.0321 1.6861
C -3.6999 3.7964 2.7656
C -2.7709 4.7578 2.0046
C -2.2547 5.3268 -0.3680
H -7.1289 9.4907 1.2055
H -6.6003 8.6956 -0.1786
H -5.4055 9.7027 0.4542
H -6.8281 7.0664 1.6445
H -5.9662 8.1496 2.6470
H -4.4079 6.6912 2.4848
H -3.8572 7.6793 1.1626
H -4.6004 6.3864 -0.4899
H -5.5270 5.2459 0.5300
H -2.8980 2.9095 0.0480
H -4.4491 3.5610 -0.4750
H -4.3594 1.9904 1.9992
H -5.5082 3.1811 1.6725
H -3.1034 3.1355 3.3944
H -4.3751 4.3678 3.4026
H -1.8650 4.1744 1.8399
H -2.6318 5.6985 2.5374
H -1.3067 4.7913 -0.3167
H -1.8638 6.3418 -0.2973
H -2.7306 5.2783 -1.3474
O -2.4986 -2.2252 2.9339
C -1.8344 -1.7052 1.9805
O -1.1408 -2.3022 0.8828
B -0.6786 -1.2445 -0.0482
O -1.2279 0.0005 0.4891
C -1.8294 -0.2534 1.6220
O -2.4166 0.6449 2.2763
O -1.1582 -1.4073 -1.3993
C -0.1857 -1.4676 -2.2319
O -0.1878 -1.6696 -3.4513
C 1.0890 -1.1160 -1.4273
O 0.7813 -1.1848 -0.2399
O 2.2151 -0.9835 -1.9008
C 2.4000 0.2823 2.5957
S 1.7932 1.9304 2.0830
O 2.7881 3.0483 2.4522
C 0.4205 2.3949 3.2312
H 1.5921 -0.4486 2.6290
H 2.8078 0.3503 3.6043
H 3.2832 -0.1606 2.1353
H -0.3158 1.8959 2.6013
H 0.1690 3.4552 3.2562
H 0.5010 1.9543 4.2250
C 0.1490 -1.9191 7.4898
S 0.1450 -0.2741 6.6081
O 1.5556 -0.0249 6.0376
C -0.9002 -0.9225 5.1541
H 0.7121 -1.7773 8.4122
H 0.6494 -2.7352 6.9685
H -0.8948 -2.1719 7.6762
H -1.7396 -1.4710 5.5815
H -0.3112 -1.5606 4.4952
H -1.2567 -0.0162 4.6647
C -0.8944 1.9248 -4.6884
S -0.2764 3.4272 -3.6845
O -1.4320 3.8429 -2.8392
C 0.9508 2.7416 -2.5165
H -0.6501 1.0395 -4.1013
H -0.4199 1.8044 -5.6623
H -1.9790 2.0170 -4.7451
H 0.4542 2.3425 -1.6321
H 1.7284 3.4693 -2.2844
H 1.4067 1.9421 -3.1005
C -3.1557 -3.0540 -4.2198
S -4.3124 -4.3180 -4.9632
O -4.3704 -4.2776 -6.4716
C -3.3736 -5.8917 -4.5704
H -2.1620 -3.3478 -4.5581
H -3.1716 -3.0315 -3.1302
H -3.5009 -2.0634 -4.5160
H -2.6936 -6.2317 -5.3514
H -4.1661 -6.5745 -4.8768
H -3.0430 -6.0384 -3.5422
C 5.5104 3.3131 0.7878
O 6.6150 3.5219 1.2829
N 5.2449 2.2154 -0.0005
C 4.0314 1.7300 -0.6967
C 6.4334 1.4728 -0.5220
H 4.5466 3.8280 0.9226
H 4.2152 1.8690 -1.7621
H 3.0745 2.0754 -0.3053
H 3.9087 0.6519 -0.5927
H 7.3592 1.9536 -0.2061
H 6.4030 0.4121 -0.2727
H 6.5094 1.5622 -1.6056
C 4.9249 -3.6611 2.4174
O 4.0155 -4.4039 2.5474
N 4.9812 -2.7411 1.4451
C 3.9906 -2.4135 0.3881
C 6.0208 -1.7551 1.4622
H 5.7856 -3.5609 3.0967
H 3.0702 -2.9942 0.4491
H 4.5354 -2.5759 -0.5419
H 3.6335 -1.3899 0.5021
H 6.9981 -2.0564 1.8390
H 6.0740 -1.4855 0.4074
H 5.7939 -0.7789 1.8908
O 6.2811 -5.7249 -2.4519
C 6.2390 -4.4976 -2.8675
O 5.1706 -3.8729 -3.2141
C 3.9865 -4.6880 -3.4299
C 2.6763 -3.7989 -3.6283
C 7.4521 -3.4866 -2.7931
H 3.7806 -5.4486 -2.6768
H 4.1711 -5.2355 -4.3542
H 2.7620 -2.8604 -4.1760
H 2.4136 -3.5254 -2.6064
H 1.8185 -4.2728 -4.1056
H 7.2085 -2.5371 -2.3163
H 7.8233 -3.2480 -3.7899
H 8.2931 -4.0599 -2.4031
O -1.1200 -6.4221 0.4231
C -1.2767 -5.5476 -0.4051
O -2.4879 -5.1765 -0.8096
C -3.6380 -5.6348 -0.2568
C -4.8356 -4.9357 -0.9926
C -0.2270 -4.9785 -1.3283
H -3.7122 -5.4300 0.8112
H -3.6917 -6.7155 -0.3886
H -5.7687 -5.3227 -0.5832
H -4.7069 -5.1460 -2.0543
H -4.7290 -3.8511 -0.9746
H 0.6692 -5.5984 -1.3537
H 0.0664 -3.9575 -1.0841
H -0.4851 -4.9534 -2.3870

Table of max |F| (eV Å⁻¹), in record order: 8.65, 9.82, 6.41
Table of LUMO (eV), in record order: -10.19, -10.44, -0.72